Density functional theory data (ωB97M-V/def2-TZVPD) for a single C21H25N3 molecule.

Atoms and positions in Å:
C (-3.658557, -1.909802, -1.603917)
C (-3.950164, -2.721689, -0.347437)
C (-4.015947, -1.875126, 0.925832)
C (-2.645231, -1.580358, 1.551258)
C (-1.755575, -0.727522, 0.696454)
N (-0.714245, -1.355123, 0.170883)
C (0.142158, -0.729374, -0.634559)
N (1.109344, -1.548621, -1.132740)
C (2.440645, -1.148808, -1.546562)
C (3.292637, -0.747892, -0.364257)
C (3.676490, -1.706646, 0.566194)
C (4.414557, -1.349485, 1.679624)
C (4.776926, -0.027281, 1.875626)
C (4.399992, 0.932653, 0.952658)
C (3.659156, 0.575135, -0.161078)
C (-0.041811, 0.632493, -0.975211)
C (0.773023, 1.330957, -1.879299)
N (1.403099, 1.947461, -2.618893)
C (-1.123250, 1.304696, -0.391175)
C (-1.985590, 0.629856, 0.467038)
C (-3.069563, 1.454418, 1.090392)
C (-2.445653, 2.720935, 1.690883)
C (-1.607958, 3.506303, 0.667029)
C (-1.423840, 2.744643, -0.654096)
H (-4.398046, -1.120955, -1.729049)
H (-2.674269, -1.454616, -1.556021)
H (-3.692410, -2.551365, -2.481786)
H (-4.911552, -3.225234, -0.478165)
H (-3.185995, -3.491885, -0.229338)
H (-4.603798, -2.412907, 1.674091)
H (-4.535202, -0.940680, 0.706659)
H (-2.125293, -2.522987, 1.727421)
H (-2.797754, -1.088361, 2.515353)
H (1.060228, -2.456922, -0.688979)
H (2.367347, -0.327298, -2.258745)
H (2.885677, -2.007879, -2.057337)
H (3.400071, -2.741049, 0.414242)
H (4.709212, -2.103610, 2.394782)
H (5.353590, 0.252571, 2.744912)
H (4.682223, 1.964831, 1.099389)
H (3.368148, 1.326659, -0.880086)
H (-3.591625, 0.903513, 1.871493)
H (-3.802438, 1.736894, 0.328257)
H (-3.237339, 3.353046, 2.095965)
H (-1.810879, 2.417289, 2.526007)
H (-0.622364, 3.714179, 1.086827)
H (-2.076788, 4.466652, 0.447883)
H (-2.353851, 2.798953, -1.229226)
H (-0.637856, 3.212056, -1.248169)

Cartesian forces (eV/Å) of the 6 atoms listed first:
0.0 -0.2 0.1
-0.1 0.2 0.0
0.1 -0.2 0.0
-0.2 0.1 0.0
0.2 0.2 0.1
0.1 -0.3 0.0

Output
- ΔE to the lowest compared entry with this formula, charge and spin: 0.0 kJ/mol
- 2S+1: 1
- Total energy: -26653.9546 eV
- Frontier orbital gap: 8.72 eV
- F_max: 1.16 eV Å⁻¹

=====

Density functional theory data (ωB97M-V/def2-TZVPD) for 5 unconnected molecules or ions with the total composition C5H5Cl15.

Atoms and positions in Å:
Cl (-2.717551, -0.521501, 3.386524)
C (-2.946259, 0.877922, 2.353794)
Cl (-3.713807, 0.406853, 0.834372)
Cl (-1.422936, 1.722670, 2.086279)
H (-3.623251, 1.543718, 2.850365)
Cl (-0.083453, -2.090140, -0.303683)
C (-1.370385, -3.229808, 0.068918)
Cl (-0.706066, -4.680490, 0.841362)
Cl (-2.330848, -3.639053, -1.371954)
H (-2.029331, -2.770893, 0.776948)
Cl (3.041474, -0.824657, 1.418636)
C (2.057290, 0.533390, 0.873249)
Cl (2.250508, 0.795085, -0.875457)
Cl (2.472326, 2.012525, 1.756888)
H (1.020252, 0.300101, 1.038357)
Cl (0.073343, -3.590318, -3.990239)
C (1.706479, -3.014482, -3.800781)
Cl (2.497764, -2.894067, -5.358627)
Cl (2.620767, -4.045486, -2.722091)
H (1.668326, -2.029170, -3.376607)
Cl (-0.124197, 5.058260, -0.955899)
C (0.311454, 4.922982, 0.730755)
Cl (-0.921616, 5.673941, 1.753737)
Cl (1.925713, 5.610041, 1.017374)
H (0.343997, 3.872567, 0.967775)

Cartesian forces (eV/Å) of the 6 atoms listed first:
0.1 -0.2 0.1
0.0 -0.2 -0.3
0.1 0.0 -0.1
0.1 0.0 0.0
-0.1 0.3 0.2
0.0 0.1 -0.2

Output
- ΔE to the lowest compared entry with this formula, charge and spin: 7.2 kJ/mol
- 2S+1: 1
- Total energy: -193102.1770 eV
- Frontier orbital gap: 11.25 eV
- F_max: 0.54 eV Å⁻¹

=====

Density functional theory data (ωB97M-V/def2-TZVPD) for a molecular structure, CH5N2P.

Atoms and positions in Å:
C (-1.186658, -0.194948, -0.100804)
N (2.208584, 1.299786, 0.126158)
N (0.094228, -0.919777, -0.293833)
P (2.143455, -0.177098, 0.439123)
H (-1.037233, 0.885411, -0.180626)
H (-1.886398, -0.596021, -0.925588)
H (-1.731038, -0.435361, 0.853790)
H (1.491908, 1.998844, 0.124967)
H (-0.096845, -1.860833, -0.043190)

Cartesian forces (eV/Å) of the 6 atoms listed first:
-0.4 -1.3 -0.5
0.3 -0.1 0.9
2.0 2.3 1.0
-3.2 -1.2 -1.6
-0.2 -0.2 -0.1
0.9 1.0 1.0

Output
- ΔE to the lowest compared entry with this formula, charge and spin: 191.2 kJ/mol
- 2S+1: 1
- Total energy: -13384.5883 eV
- Frontier orbital gap (alpha / beta): 7.63 / 7.63 eV
- F_max: 3.82 eV Å⁻¹

=====

Density functional theory data (ωB97M-V/def2-TZVPD) for a molecular structure, C11H19F3N4OS2SiTa.

Atoms and positions in Å:
Ta (0.299898, -0.041900, 0.542545)
N (3.979977, 0.184897, -3.704308)
C (2.874316, -0.349036, -3.200133)
C (2.384107, -0.024330, -1.909860)
N (1.289459, -0.631021, -1.456568)
C (0.637402, -1.557075, -2.182799)
C (1.118957, -1.827617, -3.463008)
N (2.184876, -1.230598, -3.944850)
H (4.549112, 0.844667, -3.201874)
H (4.303854, -0.131163, -4.607631)
H (2.897721, 0.701280, -1.291806)
H (-0.225911, -2.054260, -1.767222)
H (0.611647, -2.544367, -4.098329)
S (0.615151, 2.260523, -0.231422)
C (-0.233891, 3.644035, 0.469283)
N (-1.002064, 4.401051, -0.249360)
C (-1.638558, 5.539382, 0.445898)
C (-0.922437, 5.693110, 1.796235)
S (0.020604, 4.142466, 2.069540)
H (-1.186558, 4.230785, -1.232279)
H (-2.700133, 5.322181, 0.564218)
H (-1.542544, 6.438379, -0.159526)
H (-1.614668, 5.816863, 2.625055)
H (-0.208017, 6.513112, 1.805665)
F (1.930101, -1.192542, 2.721442)
C (2.172431, -0.639782, 1.546230)
F (2.808099, -1.484341, 0.746048)
F (2.913473, 0.466027, 1.694736)
C (-0.731011, -4.352639, 1.936170)
Si (-1.663138, -2.896493, 1.331699)
C (-2.559839, -1.930652, 2.632679)
C (-2.576416, -3.084574, -0.261560)
O (-0.470477, -1.585589, 0.871695)
H (-1.463588, -5.105120, 2.245002)
H (-0.111283, -4.117912, 2.802974)
H (-0.103080, -4.799063, 1.163565)
H (-3.413150, -2.495748, 3.014377)
H (-2.950085, -0.989887, 2.231807)
H (-1.909039, -1.715960, 3.484290)
H (-3.492822, -3.654298, -0.084723)
H (-2.002206, -3.640673, -1.006018)
H (-2.870270, -2.122117, -0.687877)

Cartesian forces (eV/Å) of the 6 atoms listed first:
2.4 -0.8 -2.8
-0.1 -0.1 0.0
-0.3 -0.1 0.2
0.3 0.3 -0.1
-1.2 0.5 2.1
-0.1 0.0 -0.2

Output
- ΔE to the lowest compared entry with this formula, charge and spin: 283.4 kJ/mol
- 2S+1: 1
- Total energy: -58948.6455 eV
- Frontier orbital gap: 4.97 eV
- F_max: 3.76 eV Å⁻¹
- Total charge: +3

=====

Density functional theory data (ωB97M-V/def2-TZVPD) for a single C4H6N2 molecule.

Atoms and positions in Å:
C (0.963418, 0.977559, 0.334208)
C (2.142598, 0.152688, 0.040801)
C (-1.243127, -0.051991, 0.712391)
C (-2.409978, -0.392240, -0.056560)
N (-0.183045, 0.402684, 0.398675)
N (2.062829, -1.129035, -0.003444)
H (0.871716, 2.102136, 0.103559)
H (3.016558, 0.759997, -0.380763)
H (-2.091717, -0.868905, -0.901315)
H (-3.023902, -1.022886, 0.546203)
H (-3.017060, 0.508193, -0.388617)
H (2.911714, -1.438202, -0.405133)

Cartesian forces (eV/Å) of the 6 atoms listed first:
0.6 1.7 -1.1
-0.3 0.8 -1.4
1.3 1.3 0.4
-1.9 1.5 0.9
-1.0 -0.4 1.1
-0.5 1.4 0.5

Output
- ΔE to the lowest compared entry with this formula, charge and spin: 334.8 kJ/mol
- 2S+1: 1
- Total energy: -7222.1206 eV
- Frontier orbital gap: 7.97 eV
- F_max: 2.96 eV Å⁻¹

=====

Density functional theory data (ωB97M-V/def2-TZVPD) for a single C6H10O3 molecule.

Atoms and positions in Å:
C (1.845292, 1.965370, 1.608080)
C (1.217913, 0.817369, 1.378613)
C (0.636910, 0.529153, 0.050541)
O (0.731445, 1.278582, -0.914325)
C (0.109828, -0.886821, -0.169497)
C (0.013347, -1.339380, -1.614694)
O (0.683940, -1.801856, 0.675576)
O (-1.232596, -0.424276, 0.445705)
C (-2.152715, 0.297303, -0.344394)
H (1.948830, 2.692520, 0.820114)
H (2.273572, 2.201168, 2.569831)
H (1.093881, 0.057540, 2.141373)
H (0.943564, -1.833869, -1.877388)
H (-0.809287, -2.042389, -1.731894)
H (-0.136099, -0.482659, -2.264483)
H (0.049094, -2.518947, 0.821834)
H (-2.538449, -0.302403, -1.168868)
H (-2.976347, 0.573352, 0.319365)
H (-1.702124, 1.220242, -0.745490)

Cartesian forces (eV/Å) of the 6 atoms listed first:
-0.1 -0.3 0.0
-0.5 0.3 0.5
2.6 -0.6 -1.7
-0.6 -0.1 1.0
-1.7 1.9 0.1
-0.3 0.2 0.5

Output
- ΔE to the lowest compared entry with this formula, charge and spin: 178.3 kJ/mol
- 2S+1: 1
- Total energy: -12524.9246 eV
- Frontier orbital gap: 9.95 eV
- F_max: 3.14 eV Å⁻¹

=====

Density functional theory data (ωB97M-V/def2-TZVPD) for a single C4H8O2 molecule.

Atoms and positions in Å:
C (-1.259286, -1.015504, 0.085538)
C (-0.201363, -0.057350, 0.601343)
C (1.254710, -0.352548, 0.235377)
O (1.515686, 0.964595, -0.346163)
C (-0.106254, 1.277012, -0.183547)
O (-0.340693, 1.270143, -1.468725)
H (-2.261929, -0.679496, 0.369658)
H (-1.112076, -2.021750, 0.493649)
H (-1.214906, -1.059789, -1.006819)
H (-0.309440, 0.125902, 1.675926)
H (1.932221, -0.511393, 1.075521)
H (1.404716, -1.138511, -0.511889)
H (0.944581, 0.982963, -1.391542)
H (-0.245969, 2.215723, 0.371673)

Cartesian forces (eV/Å) of the 6 atoms listed first:
-0.1 0.0 0.0
0.0 -0.1 0.0
0.1 -0.2 0.1
0.0 0.1 -0.2
-0.1 0.1 0.1
0.0 0.0 0.0

Output
- ΔE to the lowest compared entry with this formula, charge and spin: 317.4 kJ/mol
- 2S+1: 1
- Total energy: -8369.9923 eV
- Frontier orbital gap: 10.64 eV
- F_max: 0.20 eV Å⁻¹

=====

Density functional theory data (ωB97M-V/def2-TZVPD) for a molecular structure, C39H41N6O2P2STi.

Atoms and positions in Å:
Ti (-0.028288, 0.798087, -0.313841)
N (-1.746589, 0.963256, 3.777706)
C (-0.879475, 0.320003, 2.875255)
S (-1.302091, -1.446746, 2.702548)
N (0.057807, 0.974229, 2.329208)
N (0.874557, 0.423010, 1.380679)
C (2.088906, 1.221321, 1.177049)
C (3.028413, 0.398326, 0.331712)
C (4.370457, 0.247172, 0.640821)
C (5.228140, -0.482771, -0.168853)
C (4.734560, -1.077257, -1.317366)
C (3.395613, -0.971614, -1.635298)
C (2.507330, -0.258976, -0.812322)
O (1.227196, -0.227084, -1.095243)
H (-1.891902, 0.399295, 4.607944)
H (-1.364014, 1.872474, 4.016930)
H (2.563238, 1.474370, 2.140684)
H (4.762103, 0.703153, 1.541534)
H (6.267375, -0.595280, 0.104905)
H (5.390360, -1.646007, -1.962009)
H (2.990544, -1.450061, -2.517965)
N (-3.865168, 0.941288, 1.016604)
C (-2.719445, 0.307873, 0.524932)
O (-1.723222, 1.009248, 0.144470)
C (-2.717558, -1.181616, 0.337329)
C (-1.415398, -1.749998, 0.903057)
H (-3.661272, 1.897364, 1.282372)
H (-4.338944, 0.434736, 1.752680)
H (-2.761771, -1.414985, -0.739167)
H (-3.578050, -1.638956, 0.829897)
H (-0.541911, -1.265412, 0.434319)
H (-1.358138, -2.832616, 0.781097)
C (1.868938, 4.891237, 0.144301)
N (2.454309, 3.676091, 0.674010)
C (3.878855, 3.566017, 0.446264)
C (1.668754, 2.530141, 0.456974)
N (0.583762, 2.577564, -0.171518)
H (2.335117, 5.746652, 0.638073)
H (0.803988, 4.867864, 0.368100)
H (1.985532, 4.981948, -0.941849)
H (4.110213, 3.172122, -0.553142)
H (4.327827, 2.908518, 1.186982)
H (4.329665, 4.556130, 0.540312)
C (-2.206543, 0.033959, -4.045790)
P (-0.981720, -0.208389, -2.647739)
C (0.087351, -1.474639, -3.389458)
C (0.359738, -2.599097, -2.603529)
C (1.124389, -3.633690, -3.090727)
C (1.623827, -3.577456, -4.389004)
C (1.350343, -2.473085, -5.181193)
C (0.591410, -1.429160, -4.693347)
C (-0.161698, 1.414101, -2.942853)
C (1.164835, 1.584976, -3.353813)
C (1.680918, 2.853067, -3.538140)
C (0.890295, 3.975531, -3.329415)
C (-0.416485, 3.818968, -2.875265)
C (-0.932121, 2.557555, -2.664867)
P (-3.613657, -1.158046, -3.853186)
C (-4.365588, -0.968217, -5.508745)
C (-4.118869, 0.097146, -6.379823)
C (-4.754872, 0.167443, -7.601694)
C (-5.663470, -0.810535, -7.983404)
C (-5.928832, -1.867474, -7.118450)
C (-5.289732, -1.944370, -5.902108)
C (-2.725348, -2.735383, -4.107851)
C (-2.106541, -3.083266, -5.317552)
C (-1.596661, -4.348832, -5.498395)
C (-1.709783, -5.307084, -4.499347)
C (-2.339207, -4.979604, -3.301954)
C (-2.849632, -3.714481, -3.117371)
H (-1.701547, -0.109810, -5.005731)
H (-2.615244, 1.047601, -3.990921)
H (-0.027639, -2.637632, -1.592241)
H (1.339730, -4.487417, -2.464388)
H (2.225246, -4.386209, -4.777114)
H (1.738279, -2.425668, -6.190304)
H (0.408073, -0.563440, -5.317373)
H (1.788532, 0.715903, -3.527556)
H (2.708685, 2.968573, -3.859787)
H (1.289961, 4.966147, -3.501005)
H (-1.026147, 4.692546, -2.682971)
H (-1.949736, 2.442328, -2.294192)
H (-3.431403, 0.883828, -6.105516)
H (-4.545073, 0.995829, -8.266703)
H (-6.159083, -0.751177, -8.941839)
H (-6.637744, -2.632847, -7.405660)
H (-5.485417, -2.770104, -5.229671)
H (-2.027227, -2.350800, -6.109789)
H (-1.107905, -4.603460, -6.430548)
H (-1.317212, -6.302337, -4.652001)
H (-2.436703, -5.723506, -2.521698)
H (-3.349535, -3.456813, -2.192026)

Cartesian forces (eV/Å) of the 6 atoms listed first:
-0.7 1.0 -0.7
-0.3 0.2 0.3
0.2 -0.7 -0.5
0.5 0.3 -0.1
0.1 0.5 0.9
0.7 -1.2 1.3

Output
- ΔE to the lowest compared entry with this formula, charge and spin: 207.1 kJ/mol
- 2S+1: 3
- Total energy: -106672.4892 eV
- Frontier orbital gap (alpha / beta): 3.91 / 6.07 eV
- F_max: 3.26 eV Å⁻¹
- Total charge: -1